No. 1
C27H34AsN2O4Se2V as an isolated structure. Source: OMol25; level of theory: ωB97M-V/def2-TZVPD.

Values from the calculation:
⟨S²⟩	0.756
HOMO (alpha / beta)	-10.14 / -9.60	eV
spin multiplicity	2
charge	+1
LUMO energy (alpha / beta)	-2.088 / -2.081	eV
F_max	1.9	eV Å⁻¹
relative energy (zero: lowest compared OMol25 entry of this formula, charge and spin)	1.399	eV

The geometry in XYZ format:
```
71
Properties=species:S:1:pos:R:3:mulliken_charge:R:1
V -0.04 -0.18 -0.77 0.26
N 2.46 -0.99 2.06 -0.38
C 3.46 -1.28 1.03 -0.88
C 3.37 -0.27 -0.10 -0.77
C 2.07 -0.29 -0.88 1.10
O 1.55 -1.37 -1.32 -0.68
O 1.46 0.85 -1.17 -0.48
H 2.65 -0.09 2.48 0.19
H 2.54 -1.67 2.80 0.25
H 3.28 -2.27 0.63 0.37
H 4.48 -1.25 1.42 0.46
H 4.15 -0.50 -0.83 0.34
H 3.54 0.74 0.27 0.29
C -0.78 3.39 2.98 -0.86
Se 0.01 1.76 2.29 0.09
C -1.47 0.57 2.74 -0.08
C -0.99 -0.86 2.87 -1.05
Se -0.70 -1.71 1.14 0.07
C -2.59 -2.16 0.88 -0.98
H -1.75 3.56 2.51 0.16
H -0.11 4.21 2.74 0.26
H -0.89 3.31 4.06 0.52
H -2.22 0.66 1.96 -0.31
H -1.91 0.93 3.67 0.69
H -1.72 -1.48 3.38 0.51
H -0.05 -0.92 3.40 0.40
H -2.93 -2.64 1.79 0.44
H -2.66 -2.84 0.05 0.29
H -3.17 -1.26 0.68 0.16
C -2.04 3.24 -5.38 -0.56
C -0.78 2.84 -4.96 -0.82
C -0.58 2.43 -3.65 -0.22
C -1.64 2.44 -2.74 0.68
C -2.89 2.87 -3.16 -0.34
C -3.09 3.26 -4.47 -0.78
As -1.28 1.89 -0.90 1.74
C -0.54 3.58 -0.31 0.45
C 0.74 4.06 -0.53 -1.11
C 1.07 5.33 -0.06 -0.72
C 0.12 6.10 0.61 -0.82
C -1.16 5.60 0.82 -0.26
C -1.50 4.34 0.36 0.11
C -2.81 3.68 0.54 0.39
C -3.90 4.19 1.24 0.00
C -5.07 3.45 1.36 -0.91
C -5.17 2.19 0.78 -0.81
C -4.09 1.66 0.08 -0.67
C -2.93 2.41 -0.04 -0.72
H -2.20 3.55 -6.41 0.40
H 0.05 2.84 -5.66 0.45
H 0.41 2.13 -3.33 0.44
H -3.71 2.90 -2.46 0.40
H -4.07 3.60 -4.79 0.42
H 1.47 3.46 -1.04 0.53
H 2.07 5.72 -0.22 0.45
H 0.38 7.09 0.96 0.41
H -1.89 6.21 1.35 0.38
H -3.84 5.17 1.69 0.43
H -5.91 3.86 1.90 0.41
H -6.08 1.61 0.88 0.46
H -4.16 0.69 -0.38 0.56
N -1.72 -2.50 -5.07 -0.61
C -1.67 -2.81 -3.65 -0.56
C -1.18 -1.60 -2.89 0.47
O -0.48 -0.76 -3.59 -0.31
O -1.35 -1.41 -1.69 -0.32
H -1.62 -3.33 -5.64 0.23
H -0.55 -1.08 -4.53 0.47
H -2.59 -2.05 -5.33 0.21
H -0.92 -3.58 -3.48 0.34
H -2.60 -3.15 -3.20 0.36
```

***

No. 2
C27H34BrF12N9O6S3SbSn as an isolated structure. Source: OMol25; level of theory: ωB97M-V/def2-TZVPD.

Values from the calculation:
⟨S²⟩	0.809
HOMO (alpha / beta)	-8.52 / -8.52	eV
spin multiplicity	2
charge	0
LUMO energy (alpha / beta)	-1.130 / -3.123	eV
F_max	0.5	eV Å⁻¹
relative energy (zero: lowest compared OMol25 entry of this formula, charge and spin)	0.443	eV

The geometry in XYZ format:
```
94
Properties=species:S:1:pos:R:3:mulliken_charge:R:1
Sn 0.72 0.15 -0.96 1.75
O -1.48 -5.06 -0.94 -0.71
C -0.14 -5.19 -0.74 0.64
C 0.39 -6.47 -0.83 -0.60
C 1.74 -6.68 -0.59 -0.52
C 2.58 -5.62 -0.27 -0.89
C 2.04 -4.35 -0.17 -0.43
C 0.69 -4.12 -0.40 -0.02
C 0.13 -2.73 -0.21 1.27
O 1.05 -1.75 -0.25 -0.89
N -0.59 -2.73 1.12 0.75
N -0.32 -1.89 2.02 -0.29
C -1.15 -1.81 3.06 -0.37
C -0.84 -0.98 4.15 0.37
Br 0.88 -0.21 4.24 -0.12
C -1.69 -0.77 5.21 -0.97
C -3.09 -1.13 5.28 0.55
C -3.63 -1.49 6.53 -0.66
C -4.95 -1.87 6.63 -0.53
C -5.77 -1.86 5.51 -0.43
C -5.26 -1.46 4.28 -0.73
C -3.93 -1.10 4.16 0.06
H -1.71 -4.25 -1.42 0.29
H -0.27 -7.28 -1.10 0.48
H 2.14 -7.68 -0.67 0.39
H 3.63 -5.78 -0.10 0.43
H 2.67 -3.50 0.07 0.35
H -0.72 -2.56 -0.89 -0.89
H -1.39 -3.37 1.21 0.41
H -2.07 -2.38 3.07 0.61
H -1.27 -0.29 6.08 0.43
H -2.99 -1.49 7.40 0.42
H -5.35 -2.16 7.59 0.39
H -6.81 -2.14 5.60 0.39
H -5.91 -1.41 3.41 0.48
H -3.56 -0.73 3.21 0.44
F 1.76 -3.75 -5.63 -0.21
C 2.18 -3.04 -4.59 0.56
F 3.38 -2.53 -4.86 -0.21
F 2.26 -3.82 -3.53 -0.12
S 1.03 -1.63 -4.28 1.09
O 1.67 -0.89 -3.19 -1.10
O 0.90 -0.91 -5.51 -0.75
N -0.23 -2.47 -3.83 -0.41
S -1.52 -1.68 -3.37 1.06
O -2.40 -2.58 -2.68 -0.78
O -1.18 -0.42 -2.73 -0.78
C -2.46 -1.20 -4.92 0.44
F -3.74 -1.49 -4.76 -0.20
F -2.33 0.10 -5.14 -0.19
F -1.98 -1.87 -5.96 -0.20
C 1.76 2.71 1.78 -0.19
N 2.19 4.00 2.32 0.03
C 1.05 4.62 3.00 -0.69
N -0.09 4.80 2.10 0.18
C -0.48 3.50 1.57 -0.80
N 0.63 2.85 0.84 0.66
C 1.03 3.74 -0.24 -0.04
N 1.46 5.06 0.25 0.15
C 2.56 4.85 1.19 -0.74
C 0.34 5.65 0.99 -0.67
H 1.44 2.07 2.60 -0.35
H 2.59 2.24 1.25 0.35
H 1.35 5.59 3.40 0.34
H 0.75 3.97 3.83 0.32
H -1.32 3.63 0.89 0.17
H -0.80 2.85 2.38 0.15
H 0.19 3.87 -0.92 0.41
H 1.86 3.28 -0.78 -0.50
H 2.89 5.83 1.57 0.38
H 3.40 4.38 0.67 0.25
H -0.50 5.79 0.31 0.36
H 0.64 6.62 1.38 0.33
C 3.75 4.30 -2.90 -1.05
N 4.18 3.04 -2.30 -0.22
C 3.55 1.85 -2.39 0.37
S 3.65 0.74 -1.09 -0.41
N 2.86 1.53 -3.48 0.62
C 2.97 2.11 -4.81 -1.16
H 3.64 5.04 -2.12 0.31
H 2.77 4.18 -3.36 0.33
H 4.45 4.66 -3.65 0.35
H 4.73 3.11 -1.46 0.32
H 2.44 0.60 -3.45 -0.07
H 2.18 2.83 -5.02 0.34
H 2.89 1.31 -5.53 0.33
H 3.94 2.59 -4.93 0.42
F -2.28 1.77 -0.80 -0.58
Sb -3.21 0.38 0.08 2.32
F -4.77 1.38 0.33 -0.53
F -3.85 -0.24 -1.57 -0.53
F -3.85 -1.21 0.89 -0.63
F -1.49 -0.53 0.06 -0.07
F -2.62 0.99 1.79 -0.59
```

***

No. 3
One molecule with the formula C27H34N4O2. Source: OMol25; level of theory: ωB97M-V/def2-TZVPD.

Values from the calculation:
HOMO	-8.45	eV
charge	0
LUMO energy	0.787	eV
SMILES string	CCn1ccnc1CN(C)C(=O)c1ccc(OC2CCN(CCc3ccccc3)CC2)cc1
F_max	0.8	eV Å⁻¹
relative energy (zero: lowest compared OMol25 entry of this formula, charge and spin)	0.414	eV

The geometry in XYZ format:
```
67
Properties=species:S:1:pos:R:3:mulliken_charge:R:1
C -8.54 -0.48 -1.84 -1.14
C -7.18 0.20 -1.77 -0.37
N -7.08 1.06 -0.62 0.33
C -7.45 2.37 -0.57 -0.22
C -7.24 2.78 0.72 -0.74
N -6.76 1.76 1.45 -0.74
C -6.68 0.73 0.64 0.77
C -6.13 -0.60 1.04 -1.30
N -4.67 -0.57 1.00 0.14
C -4.04 0.06 2.13 -1.04
C -4.04 -1.06 -0.09 0.69
O -4.65 -1.60 -1.00 -0.75
C -2.55 -0.91 -0.15 -0.15
C -1.75 -2.04 -0.19 -1.03
C -0.37 -1.93 -0.31 -0.19
C 0.22 -0.68 -0.42 0.79
O 1.54 -0.43 -0.56 -0.34
C 2.48 -1.49 -0.56 0.01
C 3.78 -0.94 -1.14 -1.31
C 4.40 0.09 -0.21 -0.41
N 4.66 -0.51 1.09 0.20
C 5.48 0.33 1.94 -0.76
C 6.98 0.04 1.75 -1.37
C 7.54 0.57 0.46 0.24
C 7.72 1.94 0.30 -0.03
C 8.22 2.45 -0.89 -0.68
C 8.54 1.59 -1.93 -0.39
C 8.37 0.23 -1.77 -0.63
C 7.87 -0.28 -0.58 -0.12
C 3.41 -0.92 1.70 -0.87
C 2.75 -2.01 0.86 -0.78
C -0.60 0.46 -0.41 -0.72
C -1.96 0.34 -0.27 -0.32
H -9.34 0.26 -1.89 0.34
H -8.70 -1.10 -0.96 0.30
H -8.59 -1.11 -2.72 0.38
H -6.38 -0.54 -1.74 0.08
H -7.03 0.82 -2.66 0.44
H -7.82 2.89 -1.43 0.40
H -7.41 3.75 1.15 0.43
H -6.44 -0.82 2.06 0.49
H -6.47 -1.39 0.36 0.44
H -2.97 0.11 2.00 0.45
H -4.26 -0.52 3.03 0.28
H -4.46 1.06 2.26 0.35
H -2.20 -3.02 -0.11 0.45
H 0.22 -2.83 -0.32 0.37
H 2.11 -2.31 -1.20 0.39
H 4.48 -1.77 -1.28 0.41
H 3.58 -0.48 -2.11 0.42
H 5.33 0.45 -0.63 0.22
H 3.70 0.95 -0.11 0.32
H 5.24 0.11 2.98 0.52
H 5.29 1.40 1.77 0.39
H 7.12 -1.04 1.79 0.34
H 7.52 0.49 2.59 0.49
H 7.48 2.61 1.11 0.40
H 8.35 3.52 -1.01 0.38
H 8.93 1.99 -2.86 0.39
H 8.62 -0.44 -2.58 0.38
H 7.73 -1.34 -0.47 0.36
H 3.63 -1.32 2.70 0.49
H 2.71 -0.07 1.81 0.31
H 3.42 -2.87 0.79 0.43
H 1.82 -2.32 1.34 0.48
H -0.13 1.43 -0.51 0.45
H -2.58 1.23 -0.28 0.45
```